Record 1
DFT (ωB97M-V/def2-TZVPD) results for a single C20H24N2O4 molecule at a distorted geometry.

Results
2S+1: 1
Structure (SMILES): CC(C)OC(=O)N(CCc1ccccc1)Cc1ccc(C(=O)NO)cc1
HOMO-LUMO gap (hartree): 0.3364
Relative energy (zero: lowest compared OMol25 entry of this formula, charge and spin) (kcal per mole): 74.0
Strongest force on any atom (Eh/bohr): 0.0524
Net charge: 0
E_LUMO (eV): 0.30

Each line ends with the natural charge from an NBO analysis.
Atoms and positions in Å:
C  1.34774  -0.72702  -0.81172  -0.011
H  1.13962  -2.34028  0.59517  0.191
C  -2.81701  0.98281  -1.61741  -0.205
C  1.35984  -1.27777  0.59650  -0.232
H  3.94815  0.14160  5.79531  0.215
H  0.32594  -1.67079  -3.84252  0.197
C  -3.94078  0.43353  0.43845  -0.162
C  0.64845  -0.11238  2.64936  0.903
N  0.35599  -0.56278  1.37595  -0.459
H  2.39783  -1.14680  0.98294  0.242
H  0.31243  -2.42351  -1.61759  0.206
H  -1.70341  -0.80969  1.72915  0.220
C  0.78887  -1.04013  -3.12686  -0.178
H  4.26432  0.28024  4.06882  0.217
H  1.60652  -0.64942  6.54271  0.218
H  -6.21578  0.67265  -2.03862  0.213
N  0.97372  -0.06776  -5.90672  -0.321
H  -0.67914  1.31679  -0.17875  0.218
C  3.65236  -0.25853  4.80760  -0.618
C  -5.23643  0.61601  -1.54129  -0.215
C  -4.04080  0.86937  -2.26083  -0.212
C  1.57235  0.59656  -4.86054  0.616
H  0.51217  -0.95411  -5.75307  0.396
C  2.04850  0.89478  -2.46855  -0.141
H  -6.04148  0.12128  0.38383  0.213
C  1.96592  0.50955  -1.12130  -0.213
C  -1.04322  -0.49062  0.91144  -0.197
O  1.91161  -0.36373  3.18614  -0.539
O  1.05580  0.54468  -7.16956  -0.548
H  2.53997  1.82461  -2.70227  0.244
H  1.95367  1.10791  4.70604  0.194
C  -1.45677  0.89787  0.45620  -0.446
H  -1.51781  1.63407  1.30642  0.247
O  2.08671  1.66602  -5.15595  -0.648
C  -5.16981  0.34454  -0.17236  -0.229
H  2.36120  1.07948  -0.29063  0.225
H  1.33795  -1.83902  5.33538  0.208
H  3.87327  -1.31814  4.74976  0.212
H  -1.19219  -1.22405  0.08411  0.210
C  1.28384  -0.75096  5.51212  -0.648
H  -1.91390  1.23530  -2.19666  0.214
C  2.15572  0.03111  4.55588  0.100
C  0.73782  -1.46005  -1.82107  -0.177
H  -3.88378  0.22254  1.48982  0.197
H  1.66634  1.30134  -7.16849  0.510
C  1.46414  0.12679  -3.46743  -0.168
C  -2.75561  0.78760  -0.22696  -0.038
O  -0.18607  0.65378  3.14919  -0.671
H  -4.07005  1.05591  -3.30667  0.209
H  0.21531  -0.46115  5.41550  0.239

=====

Record 2
DFT (ωB97M-V/def2-TZVPD) results for a single C20H24N2O5S molecule.

Results
2S+1: 1
Structure (SMILES): COc1cccc(S(=O)(=O)NCc2ccc(C(=O)NC[C@H]3CCCO3)cc2)c1
HOMO-LUMO gap (hartree): 0.3432
Relative energy (zero: lowest compared OMol25 entry of this formula, charge and spin) (kcal per mole): 38.4
Strongest force on any atom (Eh/bohr): 0.0179
Net charge: 0
E_LUMO (eV): 0.37

Each line ends with the natural charge from an NBO analysis.
Atoms and positions in Å:
C  -1.19232  1.83040  2.38207  -0.229
H  -1.37295  0.07728  -3.96512  0.173
C  1.45981  -1.14917  0.89339  -0.134
C  0.04744  0.02146  4.77933  -0.279
H  0.16323  -0.77390  5.52391  0.219
C  -0.20595  2.67991  1.93713  -0.250
H  -3.04394  -1.65151  -1.09788  0.203
C  1.53323  -0.35404  -3.44007  0.087
C  1.21374  -1.71951  -2.79804  -0.252
H  0.02542  1.48580  -1.22633  0.259
C  -1.77194  0.87957  1.56457  -0.343
O  -1.75468  -0.19626  -0.61909  -0.529
O  3.09367  -1.68066  -0.76220  -0.619
H  0.99010  3.22636  0.24487  0.221
H  -0.82181  -2.02345  3.22889  0.203
H  -0.62735  1.55207  -4.61559  0.183
N  -1.34968  0.39602  4.73649  -0.844
N  0.91884  -1.58294  -1.39101  -0.625
H  -2.56361  0.27016  1.96868  0.233
C  1.67072  -0.45186  -4.96071  -0.427
H  0.02724  -1.16157  -1.16684  0.419
O  -3.16280  1.95329  4.11997  -0.936
C  0.22021  -0.30583  -5.42712  -0.439
S  -1.73169  1.88514  4.09169  2.304
H  2.14793  1.03501  3.38048  0.218
H  -0.25700  -1.28205  -5.51126  0.204
H  2.12616  -1.38753  -5.27481  0.219
C  1.66052  0.22947  2.85208  -0.231
H  0.35399  -2.18067  -3.28778  0.193
C  1.92660  -1.48617  -0.48708  0.666
C  2.10438  -0.13984  1.59624  -0.156
H  -2.56415  -1.65536  0.61773  0.178
C  0.58722  -0.42354  3.44271  0.052
C  -0.42987  0.52111  -4.30581  -0.073
O  0.48753  0.57627  -3.22418  -0.546
C  -0.01352  -1.47718  2.76090  -0.252
C  0.22404  2.56683  0.62141  -0.180
O  -0.96004  2.86574  4.79052  -0.937
H  2.94405  0.36132  1.13995  0.229
H  -0.06796  -2.64773  0.96881  0.219
C  -0.31193  1.60303  -0.20744  -0.267
H  0.14574  0.19363  -6.39026  0.221
H  2.27401  0.37794  -5.32825  0.215
H  -1.97703  -0.32127  4.41051  0.395
H  2.42365  0.05240  -2.95097  0.205
H  -3.71810  -0.43370  0.01185  0.188
H  2.08865  -2.36599  -2.89348  0.232
H  0.20465  3.40576  2.61933  0.245
C  -1.31479  0.74856  0.25993  0.380
C  -2.83090  -1.02301  -0.23438  -0.254
H  0.57483  0.91012  5.13009  0.234
C  0.40639  -1.82990  1.49216  -0.193

=====

Record 3
DFT (ωB97M-V/def2-TZVPD) results for a single C20H24N2O5S molecule.

Results
2S+1: 1
Structure (SMILES): C[C@H](Oc1ccccc1)C(=O)Nc1ccc(S(=O)(=O)NC[C@H]2CCCO2)cc1
HOMO-LUMO gap (hartree): 0.3449
Relative energy (zero: lowest compared OMol25 entry of this formula, charge and spin) (kcal per mole): 38.7
Strongest force on any atom (Eh/bohr): 0.0154
Net charge: 0
E_LUMO (eV): 0.57

Each line ends with the natural charge from an NBO analysis.
Atoms and positions in Å:
O  5.60674  -1.34165  0.55366  -0.537
H  5.50312  -0.51130  -2.61946  0.219
C  4.70404  0.69713  -0.40731  -0.244
H  -5.23330  -1.51210  1.66626  0.208
C  -6.39660  1.47210  -2.04668  -0.187
C  1.28082  1.51473  0.68112  -0.351
H  4.18726  1.10509  -1.27654  0.225
H  -4.94222  -3.71096  0.54622  0.225
H  5.68982  1.17304  -0.33165  0.187
H  -3.79536  -3.52395  1.88608  0.231
H  -5.02402  0.77609  1.48746  0.220
H  1.14213  1.43425  2.79698  0.240
C  -3.16424  -0.93863  1.52903  0.662
H  5.40930  -2.21089  -2.11883  0.213
C  -6.00555  2.17088  0.20737  -0.198
C  4.87616  -0.82576  -0.54674  0.092
C  -5.31730  -0.01429  -0.49625  0.286
H  7.77736  -1.82491  -1.84345  0.221
C  6.94046  -1.64143  0.16568  -0.069
S  2.86920  2.32637  0.71368  2.325
C  -4.07254  -3.16375  0.89975  -0.610
C  -1.12480  0.16156  0.62609  0.159
O  -2.98109  -0.80931  2.71752  -0.601
H  -3.24893  -3.33347  0.21025  0.213
C  -6.49931  2.43623  -1.05618  -0.237
H  7.50676  -0.15865  -1.31379  0.204
H  -6.77788  1.66894  -3.03738  0.216
C  5.67486  -1.20293  -1.79881  -0.429
H  -6.96022  3.38811  -1.27024  0.216
H  7.08505  -2.72627  0.25057  0.171
C  -5.81024  0.25369  -1.77199  -0.262
H  -5.72484  -0.51103  -2.52828  0.224
O  3.01476  3.02628  1.95660  -0.935
O  -4.73986  -1.24886  -0.33277  -0.512
C  -4.39651  -1.67163  0.97308  0.007
H  -0.96137  0.28503  -1.51187  0.212
H  7.63134  -1.14536  0.85397  0.183
C  0.70637  1.20412  -0.53624  -0.178
C  -0.53608  0.48408  1.84854  -0.194
C  -5.41133  0.95270  0.49599  -0.263
N  -2.33318  -0.52481  0.53753  -0.610
C  -0.49758  0.52863  -0.56658  -0.234
C  0.66942  1.16099  1.86760  -0.181
H  -2.66549  -0.70495  -0.40411  0.416
H  3.88139  -1.28484  -0.51986  0.192
N  3.88035  1.00308  0.73465  -0.883
H  -6.07621  2.91679  0.98461  0.218
H  -1.02796  0.20508  2.76543  0.251
O  3.05757  3.03072  -0.52290  -0.943
C  7.11182  -1.17385  -1.28144  -0.436
H  4.31390  0.82865  1.62548  0.418
H  1.20405  1.51120  -1.44189  0.239

=====

Record 4
DFT (ωB97M-V/def2-TZVPD) results for a single C20H24N2O6 molecule at a distorted geometry.

Results
2S+1: 1
Structure (SMILES): COC(=O)C1=C(C)NC(C)=C(C(=O)OCC(C)C)[C@@H]1c1ccccc1[N+](=O)[O-]
HOMO-LUMO gap (hartree): 0.3070
Relative energy (zero: lowest compared OMol25 entry of this formula, charge and spin) (kcal per mole): 478.2
Strongest force on any atom (Eh/bohr): 0.3790
Net charge: 0
E_LUMO (eV): 0.28

Each line ends with the natural charge from an NBO analysis.
Atoms and positions in Å:
O  2.22845  -0.64481  0.85268  -0.382
O  -0.41701  -0.75848  2.46724  -0.530
C  -4.07796  0.46858  1.30867  -0.608
N  -3.08471  0.93895  -0.75693  -0.624
C  3.17629  3.12494  -1.37624  -0.353
H  0.92360  -1.72685  3.89914  0.219
C  2.83329  1.72628  -1.72306  -0.057
C  3.40119  3.01418  0.14283  -0.505
C  -2.85247  0.50323  0.43982  0.305
H  -2.69563  2.93622  -2.64637  0.185
C  -0.47080  0.21352  0.11390  -0.195
H  2.89310  1.36803  -2.82415  0.176
O  -2.41343  -0.04679  3.30294  -0.669
C  0.02683  -1.10720  4.04120  -0.233
O  1.57109  1.14365  -1.31096  -0.633
H  -4.99593  0.62232  0.69895  0.183
H  4.15850  2.49399  0.37506  0.194
C  0.75090  -2.10842  0.24889  0.069
H  1.20080  3.81078  -1.40093  0.191
H  -3.14254  1.30958  -3.34278  0.217
C  2.28326  4.01717  -1.87365  -0.552
H  0.08291  -0.35638  4.67369  0.187
H  -1.56554  2.19798  -3.35863  0.222
C  -1.05084  -2.10772  -1.09683  -0.188
C  0.78175  -3.47304  -0.05004  -0.219
H  2.57052  3.02454  0.67916  0.210
H  -4.11616  1.28562  -0.98927  0.441
H  3.65320  4.26784  0.46212  0.140
C  -1.55075  -0.17216  2.37465  0.801
H  0.23038  -5.09392  -0.99767  0.208
C  -1.05241  -3.42077  -1.50826  -0.198
H  -1.86003  -3.76630  -1.89227  0.206
H  -4.11760  -0.20966  1.94861  0.234
H  1.73209  -4.08044  0.48449  0.210
C  -0.27846  -1.34743  -0.19690  -0.011
H  2.17721  3.67087  -3.16109  0.218
C  -1.65971  0.07428  0.89655  -0.305
H  0.40252  0.58119  0.55559  0.285
C  0.00027  -4.15424  -0.78320  -0.201
C  -1.74113  1.21575  -1.54183  0.414
O  0.58366  1.46456  -3.09166  -0.480
O  2.23346  -2.21745  2.25043  -0.349
H  -4.07409  1.36485  2.02627  0.245
C  0.32061  1.20763  -2.09397  0.777
H  4.00247  3.28714  -1.92541  0.215
H  -0.75156  -1.91097  4.42280  0.208
H  2.58635  5.17488  -1.65429  0.223
C  -2.41689  2.09214  -2.85388  -0.579
N  1.97270  -1.71267  1.26669  0.588
C  -0.57570  0.84924  -1.30431  -0.309
H  -1.81691  -1.23773  -1.38752  0.203
H  3.40266  0.96002  -1.34110  0.205